1.
Here is a molecular structure, C46H84AgBO50 from the Open Molecules 2025 dataset. Energies are from the ωB97M-V functional and the def2-TZVPD basis.

```
! RIJCOSX wB97M-V def2-TZVPD def2/J DEFGRID3
* xyz 0 1
Ag 1.703 1.125 4.936
O -2.298 -1.429 -2.106
C -1.404 -0.723 -1.761
O -0.647 -0.893 -0.688
B 0.458 0.079 -0.690
O 0.219 0.928 -1.860
C -0.937 0.592 -2.426
O -1.453 1.155 -3.346
O 1.757 -0.599 -0.758
C 2.367 -0.482 0.413
O 3.426 -0.940 0.710
C 1.511 0.490 1.270
O 0.471 0.857 0.562
O 1.833 0.932 2.331
C 4.280 -2.093 3.497
O 5.307 -1.091 3.724
C 4.941 0.061 4.210
O 3.815 0.340 4.606
O 5.970 0.877 4.264
C 5.717 2.184 4.779
H 4.608 -2.954 4.067
H 4.252 -2.299 2.436
H 3.320 -1.682 3.785
H 6.667 2.689 4.899
H 5.253 2.103 5.764
H 5.056 2.735 4.115
C 2.521 -2.956 7.019
O 2.013 -3.079 5.695
C 1.108 -2.233 5.253
O 0.741 -1.222 5.819
O 0.680 -2.658 4.077
C -0.459 -1.971 3.536
H 3.565 -2.644 6.974
H 2.472 -3.934 7.487
H 1.966 -2.207 7.579
H -0.848 -2.606 2.748
H -0.167 -0.990 3.168
H -1.230 -1.831 4.292
C -1.028 -3.803 -0.048
O -1.856 -4.767 0.573
C -2.808 -4.296 1.363
O -3.044 -3.125 1.538
O -3.437 -5.318 1.920
C -4.577 -5.015 2.709
H -0.384 -4.295 -0.775
H -0.498 -3.168 0.654
H -1.649 -3.209 -0.718
H -5.468 -4.990 2.085
H -4.435 -4.070 3.231
H -4.690 -5.794 3.459
C -3.684 6.591 1.887
O -2.690 6.249 0.934
C -2.212 5.018 0.976
O -2.569 4.166 1.754
O -1.283 4.885 0.047
C -0.496 3.703 0.075
H -3.303 6.405 2.892
H -4.565 5.967 1.740
H -3.898 7.644 1.760
H -0.517 3.258 1.076
H 0.534 3.925 -0.178
H -0.931 2.907 -0.529
C -1.638 4.020 -3.766
O -2.022 5.390 -3.622
C -2.903 5.646 -2.666
O -3.375 4.841 -1.907
O -3.165 6.951 -2.681
C -4.136 7.415 -1.759
H -2.437 3.411 -4.181
H -1.323 3.603 -2.814
H -0.786 3.995 -4.441
H -3.941 8.450 -1.495
H -4.136 6.803 -0.857
H -5.134 7.364 -2.203
C 1.563 -3.486 -2.909
O 2.046 -3.941 -4.156
C 2.624 -5.136 -4.169
O 2.702 -5.931 -3.275
O 3.119 -5.321 -5.399
C 3.888 -6.504 -5.553
H 2.301 -2.881 -2.380
H 1.448 -4.332 -2.221
H 0.595 -2.999 -2.965
H 4.383 -6.512 -6.521
H 3.233 -7.382 -5.604
H 4.590 -6.622 -4.733
C 2.352 -4.152 1.432
O 3.218 -4.583 2.466
C 2.768 -5.271 3.508
O 3.444 -5.506 4.468
O 1.534 -5.739 3.307
C 1.014 -6.607 4.327
H 2.901 -3.590 0.680
H 1.462 -3.628 1.773
H 2.013 -5.022 0.853
H 1.673 -7.467 4.403
H 0.021 -6.893 3.998
H 0.941 -6.050 5.259
C -2.395 1.080 2.493
O -2.709 0.972 3.898
C -1.776 1.080 4.803
O -0.582 1.126 4.565
O -2.333 1.111 5.996
C -1.442 0.980 7.108
H -3.158 0.545 1.941
H -1.411 0.649 2.319
H -2.357 2.140 2.246
H -0.952 0.009 7.035
H -2.069 1.012 7.993
H -0.695 1.769 7.173
C 3.795 6.975 -1.670
O 3.748 6.681 -0.272
C 3.342 5.451 0.030
O 3.005 4.609 -0.750
O 3.380 5.321 1.359
C 3.423 3.984 1.828
H 2.808 6.940 -2.133
H 4.491 6.316 -2.183
H 4.111 8.014 -1.747
H 4.230 3.438 1.333
H 2.462 3.478 1.743
H 3.704 3.999 2.880
C -4.782 0.562 -3.825
O -4.519 1.152 -2.570
C -5.120 0.636 -1.499
O -6.008 -0.167 -1.502
O -4.610 1.142 -0.368
C -3.783 2.303 -0.420
H -5.016 -0.496 -3.694
H -3.902 0.588 -4.465
H -5.609 1.062 -4.329
H -4.305 3.201 -0.733
H -2.928 2.150 -1.089
H -3.321 2.401 0.560
C 3.482 1.934 -2.508
O 4.578 1.351 -3.203
C 5.014 2.035 -4.261
O 4.503 3.011 -4.734
O 6.120 1.441 -4.704
C 6.669 2.010 -5.888
H 3.819 2.777 -1.899
H 3.103 1.159 -1.851
H 2.688 2.307 -3.149
H 5.957 1.952 -6.709
H 7.553 1.423 -6.121
H 6.988 3.041 -5.737
C 5.743 0.946 0.452
O 6.225 2.182 -0.067
C 6.613 3.064 0.844
O 6.796 2.840 2.014
O 6.741 4.248 0.251
C 6.966 5.382 1.078
H 5.393 1.045 1.474
H 6.452 0.132 0.313
H 4.887 0.656 -0.152
H 6.046 5.693 1.575
H 7.270 6.187 0.411
H 7.782 5.217 1.780
C -3.033 -2.150 -5.127
O -3.978 -2.104 -6.197
C -5.132 -2.731 -5.988
O -5.374 -3.446 -5.057
O -5.972 -2.399 -6.974
C -7.056 -3.302 -7.151
H -3.484 -1.830 -4.198
H -2.155 -1.621 -5.478
H -2.722 -3.190 -4.971
H -7.766 -3.210 -6.327
H -6.713 -4.330 -7.235
H -7.599 -3.010 -8.046
C -9.034 -4.770 -0.764
O -7.652 -4.895 -1.039
C -6.961 -3.747 -1.040
O -7.437 -2.668 -0.851
O -5.687 -4.043 -1.260
C -4.758 -3.009 -1.570
H -9.427 -5.781 -0.753
H -9.517 -4.184 -1.548
H -9.236 -4.267 0.182
H -5.063 -2.346 -2.366
H -3.844 -3.549 -1.833
H -4.405 -2.491 -0.675
*
```

HOMO (eV): -9.7
E_tot (eV): -156120.4272
Kohn-Sham gap (eV): 8.808

Results of the Löwdin charge analysis, in e, for atoms 1 through 99:
1. Ag 0.827
2. O 0.159
3. C -0.355
4. O 0.220
5. B -0.923
6. O 0.227
7. C -0.359
8. O 0.161
9. O 0.227
10. C -0.367
11. O 0.145
12. C -0.376
13. O 0.229
14. O 0.100
15. C 0.022
16. O 0.057
17. C -0.608
18. O 0.002
19. O 0.032
20. C -0.029
21. H 0.104
22. H 0.075
23. H 0.079
24. H 0.101
25. H 0.096
26. H 0.071
27. C -0.005
28. O 0.001
29. C -0.614
30. O 0.057
31. O 0.016
32. C 0.017
33. H 0.100
34. H 0.100
35. H 0.093
36. H 0.079
37. H 0.075
38. H 0.113
39. C -0.033
40. O 0.027
41. C -0.623
42. O 0.111
43. O 0.018
44. C -0.029
45. H 0.093
46. H 0.073
47. H 0.072
48. H 0.099
49. H 0.093
50. H 0.092
51. C -0.034
52. O -0.009
53. C -0.612
54. O 0.093
55. O 0.029
56. C -0.011
57. H 0.099
58. H 0.104
59. H 0.095
60. H 0.091
61. H 0.093
62. H 0.075
63. C -0.026
64. O 0.025
65. C -0.597
66. O 0.113
67. O 0.023
68. C -0.038
69. H 0.095
70. H 0.070
71. H 0.101
72. H 0.097
73. H 0.069
74. H 0.101
75. C -0.039
76. O 0.028
77. C -0.611
78. O 0.127
79. O 0.006
80. C -0.052
81. H 0.099
82. H 0.077
83. H 0.093
84. H 0.092
85. H 0.099
86. H 0.096
87. C -0.040
88. O 0.001
89. C -0.630
90. O 0.131
91. O -0.022
92. C -0.009
93. H 0.092
94. H 0.077
95. H 0.106
96. H 0.101
97. H 0.095
98. H 0.093
99. C 0.024

2.
Here is a molecular structure, C25H42NO5S3SiTm from the Open Molecules 2025 dataset. Energies are from the ωB97M-V functional and the def2-TZVPD basis.

```
! RIJCOSX wB97M-V def2-TZVPD def2/J DEFGRID3
* xyz 0 3
Tm -0.332 -0.036 0.006
C 3.368 -1.010 2.926
C 2.891 -0.512 1.564
C 2.761 -1.702 0.601
C 3.861 0.535 1.013
O 1.577 0.067 1.654
Si 1.085 1.266 2.751
S -0.855 1.646 2.036
O 2.181 2.456 2.623
C 2.061 3.816 3.025
C 1.221 4.566 1.992
C 1.394 3.911 4.392
C 3.489 4.369 3.067
O 1.205 0.763 4.290
C 0.332 0.014 5.132
C -0.322 -1.134 4.371
C 1.208 -0.524 6.268
C -0.757 0.944 5.664
H 4.365 -1.437 2.839
H 2.687 -1.772 3.296
H 3.391 -0.189 3.635
H 3.723 -2.194 0.467
H 2.400 -1.362 -0.374
H 2.052 -2.425 1.011
H 4.818 0.080 0.767
H 4.011 1.314 1.754
H 3.436 0.994 0.122
H 0.235 4.112 1.938
H 1.686 4.501 1.012
H 1.121 5.610 2.273
H 0.368 3.567 4.308
H 1.405 4.937 4.747
H 1.912 3.275 5.102
H 3.946 4.281 2.084
H 4.087 3.808 3.781
H 3.483 5.415 3.358
H 0.423 -1.724 3.846
H -1.023 -0.740 3.637
H -0.861 -1.777 5.059
H 1.953 -1.205 5.866
H 0.597 -1.056 6.992
H 1.719 0.294 6.770
H -1.292 1.369 4.820
H -0.325 1.752 6.248
H -1.453 0.388 6.284
S -1.721 -2.079 1.280
C -1.657 -2.822 -0.258
C -2.331 -4.024 -0.540
C -2.228 -4.568 -1.796
C -1.448 -3.917 -2.754
C -0.804 -2.751 -2.399
N -0.897 -2.189 -1.191
H -2.909 -4.485 0.243
H -2.742 -5.485 -2.047
H -1.350 -4.307 -3.755
H -0.174 -2.230 -3.110
C -1.694 3.067 -3.081
S -0.509 1.800 -2.407
O -1.272 1.453 -1.161
C -1.070 0.535 -3.583
C -0.361 0.212 -4.728
C -0.849 -0.769 -5.579
C -2.053 -1.394 -5.307
C -2.761 -1.061 -4.162
C -2.264 -0.105 -3.294
H -2.684 2.642 -3.166
H -1.343 3.423 -4.042
H -1.709 3.880 -2.364
H 0.567 0.716 -4.955
H -0.281 -1.042 -6.456
H -2.436 -2.144 -5.982
H -3.700 -1.544 -3.940
H -2.800 0.158 -2.389
C 2.097 0.442 -2.541
O 1.030 0.366 -1.654
H 2.006 1.347 -3.163
H 2.131 -0.431 -3.213
H 3.065 0.500 -2.022
*
```

HOMO (eV): -7.6
⟨S²⟩: 2.002
E_tot (eV): -108256.3931
Kohn-Sham gap (eV): 7.984

Want to see where the charge sits? The Löwdin charges in e are:
1. Tm 1.106
2. C -0.017
3. C -0.614
4. C -0.016
5. C -0.012
6. O -0.283
7. Si -0.106
8. S 0.348
9. O -0.139
10. C -0.643
11. C -0.039
12. C -0.031
13. C -0.024
14. O -0.143
15. C -0.637
16. C -0.060
17. C -0.021
18. C -0.032
19. H 0.095
20. H 0.083
21. H 0.082
22. H 0.094
23. H 0.063
24. H 0.093
25. H 0.094
26. H 0.075
27. H 0.079
28. H 0.026
29. H 0.088
30. H 0.087
31. H 0.071
32. H 0.091
33. H 0.088
34. H 0.083
35. H 0.086
36. H 0.083
37. H 0.074
38. H 0.014
39. H 0.094
40. H 0.078
41. H 0.085
42. H 0.085
43. H 0.046
44. H 0.084
45. H 0.088
46. S 0.585
47. C -0.807
48. C -0.103
49. C -0.066
50. C -0.078
51. C -0.156
52. N -0.067
53. H 0.100
54. H 0.107
55. H 0.100
56. H 0.111
57. C -0.186
58. S 0.994
59. O -0.646
60. C -0.357
61. C -0.077
62. C -0.072
63. C -0.082
64. C -0.072
65. C -0.093
66. H 0.050
67. H 0.055
68. H 0.051
69. H 0.108
70. H 0.108
71. H 0.108
72. H 0.116
73. H 0.119
74. C -0.237
75. O -0.575
76. H 0.062
77. H 0.083
78. H 0.071

3.
Here is a molecular structure, C6H8AgLiO6 from the Open Molecules 2025 dataset. Energies are from the ωB97M-V functional and the def2-TZVPD basis.

```
! RIJCOSX wB97M-V def2-TZVPD def2/J DEFGRID3
* xyz 0 1
O -0.689 2.344 1.285
C 1.982 -0.764 0.566
C 0.238 1.543 0.966
O 2.699 -0.777 -0.441
O 2.227 0.260 1.407
C 1.138 0.935 2.024
H 0.742 1.683 -0.013
H -0.203 -1.818 0.847
H 0.538 0.212 2.593
H 1.559 1.743 2.638
Li -2.183 2.405 0.096
Ag 3.445 -3.031 -0.180
O -0.900 0.052 -2.128
C -1.781 0.920 -1.573
C -0.797 -1.271 -1.630
O -1.580 2.130 -1.834
O -2.563 0.550 -0.667
C -0.423 -1.428 -0.157
H -0.103 -1.789 -2.301
H -1.774 -1.747 -1.793
H -1.300 -2.072 0.086
H -0.272 -0.081 0.207
*
```

HOMO (spin up / spin down) (eV): -7.0 / -6.8
E_tot (eV): -22833.7358
Kohn-Sham gap (spin up / spin down) (eV): 4.867 / 4.714
Energy relative to the best compared isomer or geometry (same formula, charge and spin) (kJ/mol): 570.66

Want to see where the charge sits? The Löwdin charges in e are:
1. O -0.082
2. C -0.458
3. C -0.225
4. O -0.141
5. O -0.110
6. C -0.148
7. H 0.155
8. H 0.071
9. H 0.136
10. H 0.147
11. Li 0.754
12. Ag 0.718
13. O -0.005
14. C -0.818
15. C -0.230
16. O -0.067
17. O -0.075
18. C -0.071
19. H 0.115
20. H 0.119
21. H 0.073
22. H 0.139

4.
Here is 2 unconnected molecules or ions with the total composition C7H7N from the Open Molecules 2025 dataset. Energies are from the ωB97M-V functional and the def2-TZVPD basis.

```
! RIJCOSX wB97M-V def2-TZVPD def2/J DEFGRID3
* xyz 0 1
C 0.542 -1.086 -0.107
C 0.508 -0.585 -1.385
C -0.619 -0.110 -1.933
N -1.842 -0.280 -1.386
C -1.844 -0.898 -0.177
C -0.661 -1.193 0.533
H 1.448 -1.270 0.548
H 1.444 -0.429 -1.916
H -0.696 0.229 -2.954
H -2.917 -0.949 0.298
H -0.790 -1.455 1.578
C 1.608 2.187 1.796
C 0.893 2.978 1.277
H 2.299 1.692 2.469
H 0.483 3.753 0.655
*
```

HOMO (eV): -9.7
SMILES: c1ccncc1.C#C
E_tot (eV): -8859.3753
Kohn-Sham gap (eV): 10.671
Energy relative to the best compared isomer or geometry (same formula, charge and spin) (kJ/mol): 217.01

Want to see where the charge sits? The Löwdin charges in e are:
1. C -0.100
2. C -0.112
3. C -0.174
4. N 0.047
5. C -0.144
6. C -0.100
7. H 0.130
8. H 0.107
9. H 0.103
10. H 0.132
11. H 0.099
12. C -0.026
13. C -0.016
14. H 0.029
15. H 0.025